Entry 1:
Density functional theory data (the ωB97M-V functional and the def2-TZVPD basis) for a 9-piece molecular cluster, C54H45N9O18 overall.

Positions of all 126 atoms, in Å:
C -0.888 -1.729 6.483
C -1.486 -1.141 7.626
C 5.278 -1.248 -5.404
C -3.607 -4.667 5.648
N -0.242 -0.925 -2.216
H -3.893 -0.585 -4.635
C 3.697 -2.331 -3.395
N -5.368 3.771 -4.258
O -3.622 -4.245 -5.212
C -3.424 -4.304 3.300
H -0.214 2.514 -2.793
C 1.015 -3.311 -6.575
C -4.187 -2.506 4.816
H -2.093 -1.485 9.665
H 4.989 -3.050 -6.454
C -1.255 4.413 -2.929
C -4.553 1.440 -4.527
N -0.924 4.861 -1.531
C 3.248 -1.626 7.368
C 3.436 0.004 5.147
N 4.990 6.808 2.456
H -1.899 -0.295 2.106
H -3.588 -5.255 6.553
O -5.404 3.949 -5.463
H 2.049 -3.002 -6.591
C -4.787 2.521 -3.733
O 3.479 0.386 2.903
C 0.407 -3.849 -7.746
H 3.012 -1.781 3.982
C 3.298 5.449 -1.233
H -4.569 3.274 -1.692
C 4.786 -2.517 -5.537
H -1.903 -1.477 0.106
O 0.184 -0.250 -3.148
C 4.325 7.187 0.083
C -1.639 -1.897 8.776
O -1.155 0.292 5.301
C 0.280 -3.029 -5.396
C -4.043 0.279 -4.004
C 3.711 0.490 6.383
H 3.328 -2.286 8.220
N -4.092 -2.008 2.393
C 3.145 -2.223 6.121
O 0.070 4.318 -1.020
N 2.656 -2.897 -2.394
O 5.042 6.094 3.482
H -3.282 -0.623 -2.168
H -1.011 1.782 -4.987
O -0.804 -2.001 -2.464
C -2.125 3.547 -5.411
C -0.651 -3.781 7.654
C 5.223 -0.664 -4.137
N 3.500 0.928 3.979
C -1.913 5.284 -3.789
O 2.061 -3.927 -2.769
H -3.276 -4.634 2.282
H -1.343 -3.695 9.712
H -0.011 1.117 2.691
O -5.885 4.565 -3.411
C 0.885 0.328 -0.490
C -1.207 -3.201 8.762
H 4.569 8.236 0.157
H 0.063 -3.477 5.658
H 4.244 -0.551 -2.258
O -4.480 -0.859 2.680
C 4.082 4.919 1.002
C -1.047 -3.371 -5.391
H 3.628 7.447 -1.952
C -2.316 4.843 -5.023
H 0.705 -2.484 -4.566
H 3.072 -3.300 6.087
C -0.043 0.709 1.691
O -3.836 -2.364 1.253
C -3.719 1.386 -1.878
O 3.524 2.153 4.188
C -4.378 2.459 -2.374
C 4.457 6.284 1.161
H 3.549 -3.979 -4.903
C -0.930 -4.175 -7.660
H -4.697 1.501 -5.596
H -2.890 5.482 -5.677
N -3.099 -4.415 -6.346
O -3.693 -4.699 -7.391
C -0.455 -3.065 6.512
H -1.884 -0.137 7.613
C -4.072 -3.351 5.883
H -2.933 -6.164 4.198
H 4.379 4.181 1.732
H 5.589 0.347 -4.041
C 3.213 -1.387 4.967
H -0.394 -4.831 7.655
H 3.223 3.439 -0.397
C -1.685 -3.940 -6.481
H 3.623 0.261 8.484
H -1.583 -3.239 -4.462
C 3.991 -3.050 -4.573
H -1.371 -4.735 -8.471
C 0.953 0.877 0.768
H 0.922 -4.043 -8.675
C 3.497 4.473 -0.250
H 1.774 1.466 1.150
O 2.618 -2.279 -1.332
C -3.954 -3.006 3.517
O -0.618 -1.449 4.140
C -1.342 2.737 -4.605
H 5.809 -0.758 -6.207
O -1.631 5.709 -1.063
H 2.920 5.160 -2.202
H 3.943 1.540 6.478
C -1.116 -0.072 1.396
H -3.265 1.372 -0.898
C 3.516 -0.259 7.543
C -0.226 -0.418 -0.839
H -4.489 -1.491 5.025
H -2.501 3.201 -6.363
C 4.417 -1.159 -3.134
C 3.735 6.812 -1.085
C -0.874 3.153 -3.361
C -3.234 -5.147 4.399
N -0.851 -0.943 5.227
H -4.162 -2.989 6.897
C -1.142 -0.713 0.168
O 5.245 7.991 2.614
C -3.657 0.270 -2.646
H 1.721 0.454 -1.162
H -2.166 6.284 -3.470

For the LUMO energy, the calculation gives -1.2 eV. The calculation puts the HOMO-LUMO gap at 8.3602 eV. Its largest force on an atom is 3.403 eV/A. As for the multiplicity: 1. The molar mass comes out at 1108.0 g/mol. The value obtained for the relative energy (zero: lowest compared OMol25 entry of this formula, charge and spin) is 3.118 eV. The electronic energy comes out at -3930.9425 hartree.


Entry 2:
Density functional theory data (the ωB97M-V functional and the def2-TZVPD basis) for C54H47Br2ClN3O3P2PbS as an isolated structure.

Positions of all 114 atoms, in Å:
H 3.281 -6.661 -4.365
H 6.619 1.246 1.160
C 3.024 -0.094 -2.323
C 3.732 -2.828 1.432
C -2.783 -1.765 -0.322
C -3.921 2.385 2.107
C -4.865 1.074 -3.393
H 6.863 -0.758 0.936
H -1.722 -1.105 -3.897
P -0.629 2.144 -0.253
C 0.785 -1.970 5.819
Br 6.739 4.178 1.318
H -2.140 4.705 2.173
C -2.766 6.279 -0.392
H 2.984 2.446 -3.536
H -3.699 5.242 2.853
C 1.693 -0.435 4.086
H 1.116 -7.825 -4.660
O 0.078 -2.196 2.296
C -0.040 2.031 -1.933
H 0.161 4.774 0.419
O 1.839 -0.042 2.901
Cl 1.323 -1.812 8.474
C -2.619 -0.511 -3.754
C -0.867 4.880 0.082
C 0.160 -2.350 3.515
C 1.392 -4.795 -2.243
H 3.162 0.045 -3.395
C 4.011 3.390 1.214
H -1.885 -0.359 1.625
C 5.596 1.589 1.127
C 0.079 -6.547 -3.277
C 1.493 -2.688 -0.625
H 3.129 -1.154 -2.085
C -1.574 3.737 -0.296
N -1.964 0.965 -0.059
H -0.695 -5.116 -1.870
C -4.567 0.574 -4.656
C -1.450 6.140 0.031
C 5.312 2.939 1.201
C 0.174 -5.464 -2.415
P -1.748 -0.438 -1.119
H -3.572 2.994 1.273
Pb 1.203 -0.645 0.551
H -0.872 -7.051 -3.401
H -2.248 5.207 3.878
N 3.616 -1.516 1.236
Br 7.783 -3.530 1.305
H -4.763 -0.941 -0.557
H 3.450 -4.727 -2.830
H 2.989 1.081 4.923
C 2.407 -6.327 -3.818
C -3.485 5.150 -0.765
H 1.495 2.793 -5.426
H 1.962 2.702 1.097
C -0.838 2.307 -3.052
H -0.881 7.014 0.328
O 1.728 0.301 -1.913
C 5.976 -1.352 1.096
C 1.916 2.282 -3.422
N 3.274 1.133 0.984
H -4.513 5.249 -1.098
C -2.162 0.672 1.390
C 1.477 -3.663 -1.358
H -4.996 2.526 2.215
C -4.173 -1.763 -0.173
C 6.077 -2.715 1.296
C 2.372 0.227 5.181
C -3.444 -0.221 -4.833
H -1.904 2.451 -2.908
H 5.009 -4.546 1.667
C -2.080 -2.889 0.111
H -4.254 1.190 -1.336
H -1.006 -2.931 -0.029
H 0.167 -2.827 6.066
H 2.803 -3.381 1.517
C 1.194 -6.983 -3.983
C -4.037 0.781 -2.317
H -0.377 -3.213 3.957
C 1.075 2.499 -4.466
C 2.507 -5.244 -2.956
C 2.252 -0.184 6.474
C -2.733 -3.957 0.721
C -2.771 4.709 3.061
H -4.620 -4.744 1.383
H -3.198 -0.600 -5.819
C -2.907 -0.015 -2.486
C 4.528 0.708 1.039
H 3.773 4.439 1.304
C 0.881 -1.567 4.465
H -2.159 -4.812 1.060
H -4.294 0.509 1.153
H -3.458 3.017 -1.010
C -4.106 -3.921 0.898
H 2.773 0.335 7.270
C -3.588 0.915 1.878
H -5.738 1.701 -3.248
H 3.810 0.479 -1.800
H -5.906 -2.796 0.550
C -4.827 -2.822 0.439
H -1.480 1.300 1.972
H -3.736 0.356 2.808
C 4.951 -3.482 1.494
C 1.447 -1.303 6.799
H 2.019 2.248 -1.303
H -5.203 0.816 -5.500
C -2.893 3.893 -0.717
H -3.229 7.259 -0.430
C -0.337 2.459 -4.324
H -0.993 2.652 -5.164
C 1.430 1.790 -2.105
S -3.104 3.018 3.604
C 4.714 -0.776 1.103
C 3.014 2.431 1.100

As for the charge: -1. For the LUMO energy, the calculation gives 1.5 eV. The calculation puts the HOMO-LUMO gap at 5.0110 eV. Its largest force on an atom is 0.608 eV/A. As for the multiplicity: 1. The molar mass comes out at 1282.5 g/mol. The value obtained for the relative energy (zero: lowest compared OMol25 entry of this formula, charge and spin) is 1.068 eV. The electronic energy comes out at -9357.8936 hartree.


Entry 3:
Density functional theory data (the ωB97M-V functional and the def2-TZVPD basis) for C54H47BrCl4CoN5O7P2S as an isolated structure.

Positions of all 122 atoms, in Å:
N 2.971 0.086 -6.720
Cl 3.692 -3.370 3.678
C -0.924 -3.826 7.034
C 4.404 3.469 2.945
C 7.574 0.104 -3.306
O 1.395 -2.507 -0.706
C 1.716 1.487 -4.300
C 4.615 -4.129 -0.152
H 7.650 -0.807 -2.714
C -2.260 -3.115 -0.958
C -6.277 -0.637 -1.188
H -0.961 -0.472 6.567
C 6.354 0.079 -4.188
H 5.103 2.407 1.217
C 4.235 -0.895 -4.836
Cl 5.904 -4.865 -1.047
Br -5.531 -2.291 -5.107
C -5.921 2.284 -1.596
Cl 6.068 -4.676 2.066
O 1.140 -0.909 -7.607
H -4.390 2.709 5.412
C 2.521 -2.923 1.307
H 7.534 0.952 -2.618
H -1.171 -5.296 5.490
H -3.415 -0.256 -5.392
C 3.100 1.854 1.734
H 0.948 -0.374 3.877
C -0.652 2.610 1.936
H -5.913 3.360 -1.750
H 2.097 3.263 -3.149
H -7.029 -0.132 -0.578
H 2.983 1.127 0.938
H 1.334 3.140 4.331
H -4.403 -1.224 -0.415
H -2.829 5.636 0.928
H 5.326 4.020 3.077
H 3.186 0.358 -7.664
H 1.819 2.076 -0.974
N 1.443 0.249 -1.832
C 0.099 0.317 3.798
C 2.163 2.970 3.654
H -0.710 -2.154 8.360
H -6.060 -0.168 2.721
C -2.072 -0.476 -3.718
H -4.127 2.675 -0.547
H 0.059 0.952 4.684
H -3.821 -1.239 2.500
H -5.868 1.803 -2.575
C -5.355 1.348 4.065
O 1.530 -2.346 1.923
C -1.773 -1.200 -2.573
C -3.950 -1.890 -4.109
C -5.209 0.223 3.265
H 5.453 -1.634 -3.257
P -1.338 -0.808 3.621
H -1.635 4.335 -0.811
N -4.782 1.943 -0.764
H 1.813 1.972 -5.262
C 1.739 -0.532 -6.615
C -2.547 -2.297 -2.221
H -6.387 -0.318 -2.225
P 0.472 1.225 2.246
H 1.121 -1.507 -2.834
C -4.275 1.831 4.789
C 1.315 -0.443 -2.951
C -1.001 -1.530 6.332
C -3.172 -0.811 -4.496
H 3.446 4.372 4.641
C 6.199 1.014 -5.207
C -2.030 4.479 2.550
N 1.216 -0.678 -5.351
O -1.317 -1.539 2.338
H 4.973 1.751 -6.803
H 0.478 -1.361 -5.277
H -4.240 -3.504 -2.700
H -0.806 -4.560 7.821
N -4.937 -0.412 -0.679
S -2.732 0.651 0.214
H -0.308 2.344 -0.154
H -0.949 -0.919 -1.936
H -1.095 3.177 3.964
C -1.247 -3.302 4.712
C -4.261 0.727 -0.468
C 4.074 0.062 -5.833
C 2.444 -3.008 -0.132
C -1.122 -4.241 5.724
H 3.502 -1.676 -4.696
C -1.546 4.062 0.233
Co 0.103 -1.782 0.640
O -2.868 -4.174 -0.814
C -1.242 3.400 2.915
C 3.639 -3.456 1.947
C 1.875 2.204 -3.125
H 8.480 0.207 -3.905
C 4.279 2.563 1.901
O 0.591 0.310 1.087
C 1.718 1.544 -1.915
H -6.470 -1.706 -1.151
C 3.346 3.668 3.824
C -3.973 -0.388 3.153
H -1.461 0.374 -4.002
C 2.038 2.057 2.609
H -2.510 5.080 3.313
O -1.432 -2.595 -0.151
C 1.437 0.127 -4.218
C -0.792 2.958 0.593
H -6.314 1.848 4.131
C 4.687 -4.049 1.230
C 3.497 -3.613 -0.819
H -1.374 -3.597 3.678
C 5.075 1.013 -6.015
Cl 3.378 -3.722 -2.545
C -3.046 1.196 4.710
C -1.182 -1.946 5.017
C -3.644 -2.652 -2.999
H -2.222 1.553 5.316
H 6.977 1.750 -5.375
C -0.866 -2.472 7.337
C -2.880 0.106 3.864
C -2.197 4.803 1.210
H -6.867 2.019 -1.121
C 5.356 -0.873 -4.022

As for the charge: -1. For the LUMO energy (spin up / spin down), the calculation gives 1.7 / 1.7 eV. The calculation puts the HOMO-LUMO gap (spin up / spin down) at 5.4576 / 5.5256 eV. Its largest force on an atom is 0.846 eV/A. As for the multiplicity: 4. The molar mass comes out at 1252.7 g/mol. The value obtained for the relative energy (zero: lowest compared OMol25 entry of this formula, charge and spin) is 0.411 eV. Its expectation value of S² is 3.7561. The electronic energy comes out at -9765.1959 hartree.


Entry 4:
Density functional theory data (the ωB97M-V functional and the def2-TZVPD basis) for C54H47NiO6P2SSi as an isolated structure.

Positions of all 112 atoms, in Å:
C 1.245 -0.687 3.774
C -2.557 3.774 -0.605
H -5.029 1.752 -1.946
C 1.366 3.110 3.084
H -4.554 -0.295 -0.772
C -3.260 2.433 -0.831
H -4.219 0.979 0.538
H -0.174 -0.038 6.783
H 4.452 -4.887 3.833
H -5.428 -2.504 -1.309
H -3.705 -2.844 2.026
C -2.755 -3.141 2.450
C 1.334 3.547 -1.082
Ni 0.780 -1.302 0.064
H -1.717 -1.513 1.545
H -0.204 3.275 -2.919
H 2.517 2.726 1.323
C 3.201 -2.067 -2.239
H 1.560 5.613 -1.590
H 4.001 -2.708 -1.896
C 1.129 -0.371 -3.089
C 0.578 -4.064 -0.533
O 4.866 -0.481 -0.197
H -1.717 3.665 0.078
H -5.175 3.355 -1.217
C -0.859 2.974 -3.727
H -2.199 4.219 -1.537
C 5.057 -3.898 2.029
C 3.549 -2.226 1.210
H -4.247 -3.951 -2.931
H 3.667 1.154 -1.585
C -1.627 -2.379 2.186
S 3.434 -0.735 0.184
C -3.878 -2.956 -2.720
C 2.659 0.744 5.107
C 3.321 4.472 -2.061
H -0.603 -1.271 4.698
C 2.732 -2.129 -3.527
H 5.986 -4.448 1.938
O -1.841 -4.202 -0.743
C 0.612 1.729 1.257
C 4.197 -4.150 3.083
C 3.008 -3.442 3.188
H 5.460 -2.600 0.354
P 1.001 -1.646 2.230
C -4.528 -2.153 -1.799
H 3.160 0.066 3.142
H -2.196 -3.138 -4.034
H 0.109 4.279 -5.124
H 0.363 0.310 -3.437
C -1.841 2.007 -3.498
C -0.782 2.052 3.207
H -4.211 3.128 -2.682
H 0.669 -4.283 3.785
C -2.727 -2.499 -3.342
O 0.878 -5.217 -0.795
H -1.700 1.841 3.743
Si -2.108 1.250 -1.789
H 0.344 3.698 -0.687
P 0.809 0.860 -0.400
H 3.576 1.309 5.216
H -4.479 2.676 0.925
C 2.629 -2.518 2.221
H -3.403 0.878 -4.451
H -1.277 0.769 1.563
O -0.593 1.261 -1.094
H -2.930 1.924 1.266
H -1.301 -0.934 -3.501
C 1.585 2.533 1.839
C -2.844 -0.427 -2.081
C -4.487 2.674 -1.729
O 1.453 -3.199 -0.139
O -0.900 -2.222 -0.589
C 2.028 4.636 -1.582
H 0.012 3.337 4.733
H -1.310 -5.618 4.242
C 0.311 -0.700 4.806
C -0.670 3.540 -4.980
H -1.324 3.582 -7.025
H -3.085 1.879 -6.666
C 4.754 -2.899 1.117
C 1.729 0.714 6.137
C -1.473 3.151 -6.042
C -2.636 1.631 -4.585
C -0.550 1.464 1.975
H -3.261 4.479 -0.148
C 2.418 0.051 3.932
C -2.218 -1.256 -3.021
C -1.407 -4.699 3.677
C -0.842 -3.503 -0.639
C 1.716 -1.258 -3.958
C 2.610 -1.148 -1.363
H 4.905 3.067 -2.401
H 1.389 -1.291 -4.991
C -0.281 -3.936 3.416
H 2.377 -3.611 4.047
C 1.558 -0.322 -1.752
C 3.895 3.212 -2.040
C -2.647 -4.303 3.194
C 3.179 2.117 -1.566
C 1.885 2.265 -1.078
C -0.374 -2.768 2.659
H 3.875 5.321 -2.443
C -4.014 -0.900 -1.487
C -2.458 2.195 -5.841
C 0.180 2.886 3.763
C 0.555 -0.007 5.984
H 1.919 1.256 7.055
C -3.744 1.957 0.546
H -3.520 -4.916 3.376
H 2.135 3.733 3.526
H 3.154 -2.845 -4.220

As for the charge: -1. For the LUMO energy (spin up / spin down), the calculation gives 2.3 / 2.4 eV. The calculation puts the HOMO-LUMO gap (spin up / spin down) at 7.0681 / 6.8904 eV. Its largest force on an atom is 1.182 eV/A. As for the multiplicity: 1. The molar mass comes out at 972.8 g/mol. The electronic energy comes out at -5416.2307 hartree.